No. 1
DFT (the ωB97M-V functional and the def2-TZVPD basis) results for a molecular structure, C25H34N6RbS.

XYZ file:
```
67
Properties=species:S:1:pos:R:3:forces:R:3:mulliken_charge:R:1
Rb -0.324 0.045 -3.533 0.091 0.429 -1.269 0.97
C 1.750 1.535 -0.239 0.066 0.108 -0.167 0.54
C 3.097 1.154 -0.878 -0.114 -0.002 -0.046 -0.91
C 3.028 0.585 -2.309 -0.069 -0.064 0.102 -1.08
N 2.073 -0.497 -2.408 0.094 0.074 0.261 -0.28
C 2.341 -1.679 -1.935 -0.008 -0.219 0.055 0.11
C 3.658 -2.156 -1.636 -0.083 -0.065 0.005 -0.50
C 4.106 -3.297 -0.991 -0.092 0.070 0.049 -0.28
C 3.417 -4.246 -0.248 -0.059 0.059 -0.050 -0.67
C 2.035 -4.223 -0.028 0.050 0.040 -0.036 -0.27
C 1.051 -3.480 -0.633 0.095 0.098 -0.039 -0.86
C 1.116 -2.569 -1.758 0.181 -0.151 0.060 1.20
N 0.124 -2.352 -2.559 -0.114 -0.392 0.318 -0.69
C -1.130 -3.061 -2.336 0.084 0.094 0.178 -1.33
C -2.064 -2.379 -1.298 0.048 0.043 -0.170 1.09
C -3.091 -1.359 -1.844 0.103 0.024 0.093 -1.49
N -2.545 -0.018 -1.999 -0.174 -0.226 0.222 -0.63
C -2.592 0.794 -1.003 -0.068 0.290 0.095 1.28
C -3.138 0.487 0.309 0.004 0.053 -0.135 -0.72
C -3.806 1.316 1.182 -0.040 0.023 -0.031 0.13
C -4.069 2.688 1.114 0.042 -0.012 -0.135 -0.81
C -3.482 3.565 0.196 0.031 -0.091 0.065 -0.27
C -2.492 3.349 -0.739 0.078 -0.136 0.072 -0.80
C -1.862 2.123 -1.170 -0.249 -0.073 0.070 0.07
N -0.722 2.016 -1.767 0.062 0.267 0.341 -0.20
C 0.265 3.075 -1.761 -0.026 -0.113 0.106 -0.83
C 1.195 2.942 -0.537 0.000 -0.105 -0.052 -0.84
H 1.855 1.440 0.844 0.033 0.022 0.022 0.27
H 1.007 0.792 -0.526 -0.032 -0.050 0.086 -0.29
H 3.557 0.383 -0.254 0.014 -0.012 0.006 0.39
H 3.776 2.017 -0.877 0.011 -0.001 0.038 0.44
H 4.048 0.317 -2.617 0.038 0.026 -0.062 0.32
H 2.701 1.382 -2.991 0.008 -0.004 -0.027 0.35
H 4.447 -1.521 -2.021 0.012 0.000 -0.004 0.14
H 5.186 -3.425 -1.015 0.021 0.010 0.001 0.29
H 3.997 -5.004 0.264 0.001 -0.002 0.005 0.28
H 1.673 -4.910 0.733 -0.003 0.000 0.010 0.34
H 0.056 -3.636 -0.235 0.001 -0.018 -0.032 0.39
H -0.948 -4.091 -2.005 -0.012 -0.057 -0.075 0.41
H -1.657 -3.123 -3.295 -0.010 0.000 -0.004 0.48
H -1.442 -1.878 -0.551 -0.035 -0.056 0.071 -0.49
H -2.621 -3.165 -0.777 -0.003 0.000 -0.014 0.44
H -3.967 -1.361 -1.186 -0.053 0.020 0.001 0.38
H -3.432 -1.696 -2.830 -0.011 -0.015 -0.012 0.47
H -3.067 -0.554 0.601 0.005 -0.001 0.004 0.20
H -4.209 0.809 2.057 -0.006 -0.007 0.005 0.28
H -4.746 3.107 1.848 0.005 0.007 0.006 0.27
H -3.806 4.600 0.278 0.013 0.026 0.004 0.29
H -2.125 4.236 -1.244 0.012 0.020 0.015 0.26
H -0.154 4.089 -1.755 -0.002 0.051 -0.056 0.28
H 0.864 2.985 -2.676 -0.023 0.006 -0.008 0.35
H 0.611 3.266 0.331 -0.018 0.006 0.010 0.21
H 2.017 3.660 -0.651 -0.006 0.003 0.051 0.42
C 1.174 -0.958 4.748 -0.066 0.023 -0.034 -0.97
N 0.247 0.030 4.227 0.141 -0.089 -0.058 -0.27
C -0.177 0.000 2.931 -0.060 0.198 -0.172 0.34
S 0.093 -1.281 1.887 0.033 -0.006 0.247 -0.31
N -0.834 1.106 2.525 0.103 -0.128 -0.038 0.57
C -1.241 2.202 3.373 0.010 0.014 -0.063 -1.23
H 1.266 -0.802 5.822 0.022 -0.013 0.002 0.36
H 2.157 -0.890 4.276 0.019 0.001 -0.013 0.30
H 0.789 -1.956 4.556 -0.027 -0.006 0.005 0.31
H 0.299 0.941 4.650 -0.050 0.015 0.057 0.25
H -1.265 1.028 1.612 -0.016 0.026 0.044 -0.56
H -1.841 1.861 4.223 -0.025 -0.009 0.016 0.38
H -1.846 2.878 2.773 -0.020 -0.020 0.014 0.33
H -0.384 2.766 3.755 0.045 -0.004 -0.010 0.38
```
Forces are in eV/Å.

Output
E in Eh: -1723.811536
ΔE to the lowest compared entry with this formula, charge and spin in kcal per mole: 12.13
Charge: -1
Orbital gap in hartree: 0.1901

No. 2
DFT (the ωB97M-V functional and the def2-TZVPD basis) results for a molecular structure, C4H11N3.

XYZ file:
```
18
Properties=species:S:1:pos:R:3:forces:R:3:mulliken_charge:R:1
C 1.871 1.075 -0.046 -0.224 -0.133 0.062 -0.92
C -0.587 -1.565 -0.904 -0.731 0.387 0.218 -1.69
C 0.081 -0.508 -0.050 3.961 -0.949 -1.711 1.23
N 0.616 -1.084 1.142 -0.558 0.622 -0.051 -0.58
N 0.847 0.373 -0.770 -1.379 -1.591 1.319 -0.53
H 0.052 -1.844 1.493 -0.125 0.085 0.045 0.27
H 0.811 -0.424 1.882 0.070 -0.015 0.028 0.23
H 2.651 0.370 0.266 0.048 -0.004 0.029 0.37
H 1.506 1.549 0.883 -0.093 0.023 -0.064 0.30
H 2.296 1.848 -0.685 0.048 -0.040 0.081 0.30
H -1.518 -1.883 -0.433 -0.058 -0.055 0.000 0.43
H -0.832 -1.149 -1.877 0.060 0.016 -0.004 0.39
H 0.071 -2.425 -1.025 0.111 0.137 0.050 0.42
C -1.166 0.939 0.199 -0.709 3.705 -1.896 -0.43
N -2.405 0.590 0.007 0.028 -0.061 1.216 -0.69
H -2.878 1.208 -0.652 0.469 -0.603 -0.658 0.24
H -0.796 1.337 1.152 0.455 -1.434 0.378 0.28
H -0.621 1.594 -0.583 -1.372 -0.090 0.956 0.38
```
Forces are in eV/Å.

Output
E in Eh: -323.127016
ΔE to the lowest compared entry with this formula, charge and spin in kcal per mole: 112.65
Charge: 0
Orbital gap (alpha / beta) in hartree: 0.3008 / 0.3029

No. 3
DFT (the ωB97M-V functional and the def2-TZVPD basis) results for C5H8N2 in the gas phase.

XYZ file:
```
15
Properties=species:S:1:pos:R:3:forces:R:3:mulliken_charge:R:1
H 0.799 2.726 -1.227 -1.444 -1.679 0.761 0.21
N -0.077 2.068 -1.499 1.516 2.423 -1.644 -0.49
N -0.562 1.266 -0.759 -1.905 -0.860 0.283 0.14
C -0.128 1.003 0.585 2.739 0.294 -0.781 -1.01
C 0.221 -0.490 0.663 -0.529 -0.743 -1.784 0.41
C -1.034 -1.403 0.944 -0.624 5.125 0.758 -1.31
C 0.837 -0.750 -0.655 -0.124 -0.533 -0.329 -1.08
C 1.247 -0.840 -1.782 0.222 -0.476 1.183 0.32
H -0.851 1.284 1.240 -2.709 0.424 1.839 0.34
H 0.624 1.760 0.752 1.359 -0.216 0.481 0.53
H 0.920 -0.915 1.352 0.832 0.983 0.936 0.43
H -0.992 -1.496 2.038 -0.861 -0.239 -0.367 0.31
H -0.854 -2.262 0.461 0.215 -3.385 -1.502 0.42
H -1.955 -0.855 0.520 1.207 -1.183 0.922 0.31
H 1.803 -1.098 -2.633 0.105 0.067 -0.755 0.47
```
Forces are in eV/Å.

Output
SMILES: [H]/N=N\C[C@@H](C)C#C
E in Eh: -304.651107
ΔE to the lowest compared entry with this formula, charge and spin in kcal per mole: 115.71
Charge: 0
Orbital gap in hartree: 0.3491

What is the formula in the first record?
C25H34N6RbS

Which of these has the highest ΔE to the lowest compared entry with this formula, charge and spin?
C5H8N2

Which value of E does entry 2 give?
-323.127016 Eh

Which formula does entry 3 have?
C5H8N2